[1]
Entry from OMol25: a 15-piece molecular cluster, C4H36NO15S overall in a non-equilibrium geometry (ωB97M-V/def2-TZVPD).

Results
⟨S²⟩ = 0.763

Structure (ORCA input):
```
! RIJCOSX wB97M-V def2-TZVPD def2/J DEFGRID3
* xyz 0 2
C 3.61 1.42 -0.21
N 2.51 1.92 0.70
C 1.14 1.43 0.68
C 1.23 -0.08 1.33
S 0.25 -0.85 -0.03
C 0.47 1.18 -0.68
O -0.68 1.68 -0.88
H 3.92 0.41 -0.02
H 4.55 2.17 0.02
H 3.50 1.53 -1.31
H 2.38 2.88 0.56
H 0.38 2.00 1.42
H 0.57 0.10 2.19
H 2.22 -0.59 1.31
H 0.97 1.42 -1.53
H 3.55 0.28 2.03
H 3.45 -1.15 2.78
O 3.94 -0.33 2.67
H 0.43 -3.20 2.55
H 0.97 -2.50 3.67
O 0.86 -3.43 3.35
H -2.63 1.65 3.09
H -3.17 0.29 3.16
O -2.58 0.88 3.62
H -1.76 4.73 -0.06
H -1.15 3.31 -0.20
O -1.37 3.97 0.51
H 0.32 -4.18 -1.69
H 1.16 -3.19 -2.25
O 0.68 -3.35 -1.47
H -1.18 2.12 -2.31
H -0.13 2.22 -3.28
O -0.98 2.16 -3.27
H -1.71 -2.30 -3.37
H -0.62 -1.48 -3.93
O -1.27 -2.08 -4.15
H 1.23 -0.88 -2.80
H 0.92 0.33 -3.40
O 1.33 -0.46 -3.66
H -3.69 1.52 -2.15
H -3.43 2.21 -0.88
O -4.02 1.60 -1.33
H -3.00 -0.31 -2.19
H -2.01 0.29 -3.29
O -2.91 -0.06 -3.19
H 3.44 -3.49 0.32
H 2.01 -3.40 -0.44
O 2.84 -3.70 -0.43
H -2.47 1.91 1.05
H -2.06 3.08 1.83
O -2.88 2.56 1.61
H -0.77 0.33 4.09
H -1.11 -1.07 4.46
O -0.43 -0.32 4.62
H -1.73 -3.29 -0.25
H -2.61 -4.18 0.94
O -2.47 -3.72 0.11
*
```

What are the Mulliken partial charges on each atom? They are as follows, in elementary charge units: atom 1 (C): -0.861, atom 2 (N): -0.493, atom 3 (C): -0.011, atom 4 (C): -0.583, atom 5 (S): 0.023, atom 6 (C): -0.489, atom 7 (O): -0.625, atom 8 (H): 0.302, atom 9 (H): 0.319, atom 10 (H): 0.312, atom 11 (H): 0.356, atom 12 (H): 0.372, atom 13 (H): 0.085, atom 14 (H): 0.387, atom 15 (H): 0.657, atom 16 (H): 0.365, atom 17 (H): 0.336, atom 18 (O): -0.642, atom 19 (H): 0.289, atom 20 (H): 0.331, atom 21 (O): -0.608, atom 22 (H): 0.388, atom 23 (H): 0.290, atom 24 (O): -0.679, atom 25 (H): 0.332, atom 26 (H): 0.358, atom 27 (O): -0.691, atom 28 (H): 0.222, atom 29 (H): 0.279, atom 30 (O): -0.447, atom 31 (H): 0.379, atom 32 (H): 0.284, atom 33 (O): -0.682, atom 34 (H): 0.284, atom 35 (H): 0.345, atom 36 (O): -0.599, atom 37 (H): 0.258, atom 38 (H): 0.375, atom 39 (O): -0.650, atom 40 (H): 0.351, atom 41 (H): 0.346, atom 42 (O): -0.605, atom 43 (H): 0.357, atom 44 (H): 0.346, atom 45 (O): -0.685, atom 46 (H): 0.303, atom 47 (H): 0.367, atom 48 (O): -0.611, atom 49 (H): 0.321, atom 50 (H): 0.428, atom 51 (O): -0.757, atom 52 (H): 0.290, atom 53 (H): 0.315, atom 54 (O): -0.600, atom 55 (H): 0.318, atom 56 (H): 0.299, atom 57 (O): -0.653

***

[2]
Entry from OMol25: a 14-piece molecular cluster, C4H37N2O15 overall in a non-equilibrium geometry (ωB97M-V/def2-TZVPD).

Structure (ORCA input):
```
! RIJCOSX wB97M-V def2-TZVPD def2/J DEFGRID3
* xyz 1 1
N 0.32 2.97 0.14
C 1.72 2.40 0.30
C 1.67 0.91 0.77
N 0.62 0.28 0.04
C -0.25 -0.59 0.86
C -1.52 0.32 0.95
O -2.66 -0.41 0.93
O -1.49 1.54 1.16
H 0.23 3.98 0.28
H 0.03 2.77 -0.76
H -0.30 2.42 0.81
H 2.20 2.97 1.12
H 2.19 2.45 -0.74
H 1.52 1.02 1.88
H 2.59 0.36 0.63
H 0.99 -0.20 -0.77
H -0.48 -1.58 0.43
H -0.16 -0.94 1.88
H -3.57 0.05 0.61
H -1.54 0.48 -2.55
H -1.72 1.80 -3.36
O -1.99 1.37 -2.52
H -3.09 -2.11 3.84
H -2.40 -1.68 2.53
O -2.15 -2.11 3.36
H -2.53 -2.00 -0.20
H -2.34 -3.28 -1.13
O -2.58 -2.43 -1.13
H 2.07 -1.75 -1.90
H 2.87 -1.38 -0.56
O 2.55 -1.10 -1.41
H -1.02 -1.94 -1.60
H 0.19 -2.52 -2.65
O -0.10 -1.93 -1.94
H 0.97 2.38 -3.42
H 1.95 3.24 -2.79
O 1.18 2.74 -2.55
H 1.81 1.27 -5.02
H 0.59 0.34 -4.97
O 0.81 1.31 -4.99
H -4.81 1.67 -0.28
H -4.07 0.80 -1.17
O -4.70 0.67 -0.42
H -3.05 1.10 4.19
H -1.91 0.06 4.07
O -2.74 0.45 3.60
H -0.36 -2.94 1.98
H -0.12 -3.43 3.32
O 0.29 -3.40 2.46
H 3.38 -2.94 1.36
H 3.64 -1.62 2.08
O 3.53 -1.97 1.22
H 4.08 0.97 -3.59
H 3.07 1.16 -2.55
O 3.29 1.42 -3.51
H 1.15 -1.37 4.64
H 1.18 -1.23 3.09
O 0.98 -0.81 3.92
*
```

What are the Mulliken partial charges on each atom? They are as follows, in elementary charge units: atom 1 (N): 0.003, atom 2 (C): -0.680, atom 3 (C): -0.611, atom 4 (N): 0.431, atom 5 (C): 0.874, atom 6 (C): 0.826, atom 7 (O): -0.461, atom 8 (O): -0.827, atom 9 (H): 0.363, atom 10 (H): 0.179, atom 11 (H): 0.278, atom 12 (H): 0.486, atom 13 (H): 0.045, atom 14 (H): 0.247, atom 15 (H): 0.419, atom 16 (H): 0.098, atom 17 (H): 0.207, atom 18 (H): -1.149, atom 19 (H): 0.449, atom 20 (H): 0.292, atom 21 (H): 0.301, atom 22 (O): -0.635, atom 23 (H): 0.332, atom 24 (H): 0.274, atom 25 (O): -0.668, atom 26 (H): 0.428, atom 27 (H): 0.283, atom 28 (O): -0.716, atom 29 (H): 0.252, atom 30 (H): 0.290, atom 31 (O): -0.530, atom 32 (H): 0.305, atom 33 (H): 0.285, atom 34 (O): -0.606, atom 35 (H): 0.267, atom 36 (H): 0.320, atom 37 (O): -0.541, atom 38 (H): 0.328, atom 39 (H): 0.314, atom 40 (O): -0.685, atom 41 (H): 0.380, atom 42 (H): 0.355, atom 43 (O): -0.698, atom 44 (H): 0.241, atom 45 (H): 0.322, atom 46 (O): -0.525, atom 47 (H): 0.239, atom 48 (H): 0.315, atom 49 (O): -0.587, atom 50 (H): 0.313, atom 51 (H): 0.284, atom 52 (O): -0.656, atom 53 (H): 0.262, atom 54 (H): 0.358, atom 55 (O): -0.590, atom 56 (H): 0.322, atom 57 (H): 0.157, atom 58 (O): -0.556

***

[3]
Entry from OMol25: a 14-piece molecular cluster, C4H37NO16 overall in a non-equilibrium geometry (ωB97M-V/def2-TZVPD).

Results
⟨S²⟩ = 0.753

Structure (ORCA input):
```
! RIJCOSX wB97M-V def2-TZVPD def2/J DEFGRID3
* xyz -1 2
C -0.22 -1.30 -1.26
O 0.00 -2.01 -2.40
C 1.11 -0.81 -0.44
C 0.89 -1.20 1.05
C 1.58 -0.24 2.04
O 0.79 0.04 3.17
N 2.21 -1.50 -0.94
H -0.92 -1.78 -0.64
H -0.78 -0.35 -1.51
H 1.09 0.25 -0.43
H 1.15 -2.26 1.16
H -0.18 -1.26 1.26
H 2.51 -0.65 2.42
H 1.86 0.67 1.54
H 1.90 -2.46 -1.07
H 2.46 -1.17 -1.88
H 2.14 2.01 -3.01
H 1.75 0.29 -2.87
O 1.78 1.59 -2.20
H -1.85 -2.85 2.51
H -2.74 -2.54 1.21
O -2.34 -3.28 1.73
H -2.89 0.86 -0.15
H -1.82 0.60 0.96
O -2.65 0.22 0.55
H -1.27 2.31 -1.39
H 0.04 1.63 -2.07
O -0.94 1.88 -2.21
H -2.31 1.42 -3.24
H -2.19 0.53 -4.45
O -2.89 1.03 -3.94
H 1.96 2.76 1.65
H 0.78 2.37 2.64
O 1.60 2.80 2.57
H 0.87 0.02 -4.23
H 0.61 -1.41 -2.88
O 1.55 -0.46 -3.65
H -0.43 -1.32 3.58
H 0.18 -2.85 3.48
O -0.57 -2.27 3.54
H -0.47 -4.01 0.10
H -0.32 -3.68 -1.34
O 0.21 -4.08 -0.67
H 0.72 2.54 3.51
H 1.60 1.48 3.89
O 1.47 2.39 4.07
H 3.46 1.59 0.14
H 2.13 1.87 -0.61
O 2.72 2.24 0.13
H -1.60 1.07 2.69
H 0.04 0.66 2.82
O -0.92 1.36 2.08
H -3.39 -0.61 -4.01
H -3.91 -1.83 -3.27
O -3.71 -1.53 -4.19
H 0.00 4.17 1.19
H -0.94 3.06 1.81
O -0.94 4.00 1.42
*
```

What are the Mulliken partial charges on each atom? They are as follows, in elementary charge units: atom 1 (C): -0.925, atom 2 (O): -0.725, atom 3 (C): 1.946, atom 4 (C): -1.203, atom 5 (C): 0.431, atom 6 (O): -0.928, atom 7 (N): -0.650, atom 8 (H): 0.493, atom 9 (H): 0.433, atom 10 (H): -0.898, atom 11 (H): 0.292, atom 12 (H): 0.353, atom 13 (H): 0.530, atom 14 (H): -0.428, atom 15 (H): 0.447, atom 16 (H): 0.491, atom 17 (H): 0.132, atom 18 (H): 0.491, atom 19 (O): -1.035, atom 20 (H): 0.435, atom 21 (H): 0.298, atom 22 (O): -0.723, atom 23 (H): 0.318, atom 24 (H): 0.302, atom 25 (O): -0.633, atom 26 (H): 0.296, atom 27 (H): 0.295, atom 28 (O): -0.769, atom 29 (H): 0.431, atom 30 (H): 0.325, atom 31 (O): -0.754, atom 32 (H): 0.501, atom 33 (H): -0.954, atom 34 (O): -0.301, atom 35 (H): 0.295, atom 36 (H): 0.421, atom 37 (O): -0.852, atom 38 (H): 0.295, atom 39 (H): 0.288, atom 40 (O): -0.711, atom 41 (H): 0.390, atom 42 (H): 0.269, atom 43 (O): -0.666, atom 44 (H): 1.045, atom 45 (H): 0.584, atom 46 (O): -0.340, atom 47 (H): 0.316, atom 48 (H): 0.268, atom 49 (O): -0.758, atom 50 (H): 0.148, atom 51 (H): 0.549, atom 52 (O): -0.940, atom 53 (H): 0.446, atom 54 (H): 0.285, atom 55 (O): -0.670, atom 56 (H): 0.311, atom 57 (H): 0.404, atom 58 (O): -0.690

***

Summary of energy relative to the best compared isomer or geometry (same formula, charge and spin) in eV
3.4074; 2.3597; 7.7737
(order as listed above)